Entry from OMol25: C22H14BrCl5N2O2Pd as an isolated structure in a non-equilibrium geometry (the ωB97M-V functional and the def2-TZVPD basis).

Geometry (Å):
Pd 1.752 -0.967 -0.315
O 2.502 0.627 1.322
C 1.832 1.810 1.572
C 1.868 2.311 2.871
C 1.288 3.528 3.168
C 0.631 4.246 2.180
C 0.544 3.732 0.896
C 1.157 2.528 0.581
C 1.029 1.946 -0.858
O 1.931 1.060 -1.216
N -0.340 1.404 -0.882
N -0.545 0.143 -0.635
C -1.772 -0.301 -0.612
C -2.096 -1.668 -0.521
Br -0.576 -2.838 -0.393
C -3.355 -2.199 -0.676
C -4.581 -1.471 -0.630
C -5.681 -1.925 -1.397
C -6.842 -1.187 -1.455
C -6.956 0.000 -0.734
C -5.920 0.411 0.104
C -4.753 -0.314 0.165
H 3.245 0.833 0.705
H 2.382 1.738 3.626
H 1.354 3.923 4.170
H 0.169 5.194 2.406
H 0.014 4.288 0.137
H 1.028 2.813 -1.550
H -1.129 2.048 -0.956
H -2.594 0.394 -0.782
H -3.425 -3.257 -0.897
H -5.589 -2.827 -1.983
H -7.674 -1.526 -2.054
H -7.857 0.590 -0.794
H -6.037 1.290 0.718
H -3.991 -0.051 0.883
Cl 4.966 0.818 -0.661
C 5.040 -0.888 -0.594
C 3.860 -1.611 -0.415
C 3.971 -2.996 -0.351
Cl 2.510 -3.819 -0.010
C 5.181 -3.681 -0.510
Cl 5.233 -5.380 -0.484
C 6.358 -2.926 -0.688
Cl 7.859 -3.715 -0.837
C 6.291 -1.522 -0.718
Cl 7.717 -0.605 -0.892

Results
LUMO (spin up / spin down): -6.58 / -9.77 eV
Total charge: +2
Multiplicity: 5
Calculated total energy: -6108.8041 a.u.
⟨S²⟩: 6.088
HOMO level (spin up / spin down): -14.11 / -14.24 eV